No. 1
Computed, not measured: a 2-piece molecular cluster, C6H12F2N2O6P overall at a distorted geometry, with wB97M-V/def2-TZVPD.

Properties
**Frontier orbital gap**: 5.01 eV
**E_HOMO**: -11.1 eV
**Total charge**: +1
**E**: -1337.465939 Ha
**E_LUMO**: -6.1 eV

XYZ file:
```
29
C6H12F2N2O6P wB97M-V/def2-TZVPD
H -0.871 -1.151 -0.551
N 0.067 3.419 -0.142
C -0.699 -2.132 -0.091
H -1.543 4.166 -1.956
O 0.596 -3.153 1.700
H -1.834 -4.342 -1.336
O 1.137 4.419 -1.856
H -2.263 3.972 0.213
O 0.265 7.296 0.816
C -0.411 2.086 0.145
H -0.718 -4.697 0.009
H -0.200 -4.950 -1.669
C -0.789 -4.315 -1.011
O -0.265 -3.000 -1.114
O -1.317 1.614 -0.445
H 1.707 -4.850 1.702
H -1.644 -2.478 0.337
C 1.757 -3.850 1.278
O -0.989 5.848 -0.398
C 1.083 3.515 -1.111
H 1.807 -3.928 0.190
N -0.034 6.242 0.902
H 1.278 -1.583 0.544
F 0.225 1.528 1.145
C 0.351 -1.963 0.990
H -0.008 -1.224 1.717
F 1.898 2.494 -1.033
P -1.246 4.371 -0.623
H 2.660 -3.354 1.648
```

---

No. 2
Computed, not measured: C6H12F6N7O10S2Zn as an isolated structure at a distorted geometry, with wB97M-V/def2-TZVPD.

Properties
**Frontier orbital gap**: 5.12 eV
**E_HOMO**: -3.3 eV
**Total charge**: -1
**E**: -4546.667853 Ha
**E_LUMO**: 1.8 eV
**Energy above the lowest of the compared OMol25 structures with the same formula, charge and spin**: 19.7 kcal per mole

XYZ file:
```
44
C6H12F6N7O10S2Zn wB97M-V/def2-TZVPD
N -1.305 -1.548 -3.283
F 4.924 0.136 -1.051
N 1.991 -1.924 2.617
H 1.978 -4.189 1.536
H -4.934 -1.086 2.253
O 3.770 2.422 0.097
F 3.059 0.018 -2.138
F 3.366 -1.284 -0.478
F 2.305 4.733 -0.505
C 1.124 4.234 -0.887
H -2.811 0.945 -1.928
O 2.643 2.715 -2.318
H -3.962 0.314 1.943
C -1.498 -0.529 -2.386
C 1.443 -2.196 1.411
H -2.074 -2.082 -3.638
Zn -0.237 0.417 0.277
H -3.350 -0.180 -3.161
S 2.892 1.302 0.209
O -1.899 2.710 2.726
O -1.558 2.015 0.585
C -3.036 -1.395 1.387
N -4.113 -0.680 1.847
H 1.687 -1.026 2.968
N 1.402 1.473 -0.346
F 0.363 4.151 0.192
H -4.010 -3.161 1.740
H -2.267 -3.277 1.463
H 2.693 -2.497 3.040
C -1.350 1.965 1.872
O 0.232 2.286 -2.463
H 1.114 -3.703 0.084
N -3.103 -2.752 1.630
N 1.571 -3.488 0.948
C 3.614 -0.041 -0.916
H -0.389 -1.961 -3.254
O -0.329 1.206 2.195
O 0.720 -1.390 0.853
O -2.144 -0.836 0.800
O 2.874 0.745 1.532
F 0.596 5.035 -1.810
O -0.667 -0.193 -1.563
N -2.714 0.075 -2.430
S 1.388 2.526 -1.650
```

---

No. 3
Computed, not measured: C6H12FN2 as an isolated structure at a distorted geometry, with wB97M-V/def2-TZVPD.

Properties
**Frontier orbital gap**: 8.54 eV
**E_HOMO**: -12.2 eV
**Total charge**: +1
**E**: -444.850518 Ha
**E_LUMO**: -3.6 eV
**Energy above the lowest of the compared OMol25 structures with the same formula, charge and spin**: 29.3 kcal per mole

XYZ file:
```
21
C6H12FN2 wB97M-V/def2-TZVPD
C 1.229 0.525 -0.739
H 2.315 0.555 -0.398
H 0.447 1.996 0.675
N 0.903 -1.832 -1.003
C -1.246 -0.075 -0.032
N 0.398 1.676 -0.344
H 1.142 -0.461 1.959
H 0.392 -2.657 -1.038
C -1.134 1.411 -0.360
C 0.465 -0.894 1.295
H -1.435 2.115 0.317
H 1.295 0.359 -1.826
C -0.993 -0.574 1.439
C 0.620 -0.738 -0.228
H -1.526 1.488 -1.459
H -1.535 -1.446 1.626
H -1.137 0.127 2.299
H 0.513 -1.980 1.427
F -2.307 -0.572 -0.688
H 1.092 -1.640 -1.977
H 0.501 2.617 -0.945
```